DFT (the ωB97M-V functional and the def2-TZVPD basis) results for 2 unconnected molecules or ions with the total composition C13H14N2 at a distorted geometry.

LUMO energy: -7.9 eV
calculated total energy: -612.5028 Eh
HOMO energy: -0.621 hartree
gap between HOMO and LUMO: 8.99 eV

Structure (ORCA input):
```
! RIJCOSX wB97M-V def2-TZVPD def2/J DEFGRID3
* xyz 2 1
C -4.537 -1.866 0.468
C 4.007 2.875 -1.871
C -4.094 -1.220 1.659
C -3.648 -2.036 -0.588
C 2.964 2.162 -2.507
C 3.796 2.850 -0.484
C -2.761 -1.119 1.884
C -2.315 -1.786 -0.321
C 2.120 1.308 -1.865
C 2.898 1.972 0.162
C 0.092 -2.266 2.371
C -0.642 -1.785 1.549
C 0.958 0.420 0.015
N -1.873 -1.587 0.972
N 2.036 1.236 -0.615
H -5.565 -2.130 0.419
H 4.665 3.535 -2.427
H -4.764 -1.010 2.518
H -4.009 -2.436 -1.571
H 2.868 2.058 -3.621
H 4.514 3.331 0.263
H -2.335 -0.540 2.614
H -1.645 -2.234 -1.024
H 1.570 0.679 -2.470
H 2.866 1.885 1.261
H 0.276 -3.165 2.919
H 1.740 -0.034 0.733
H 0.585 -0.118 -0.798
H 0.233 1.019 0.354
*
```